{
  "formula": "C15H14KNO5SSe2Te2",
  "method": "wB97M-V/def2-TZVPD",
  "elements": ["K", "O", "C", "O", "C", "C", "C", "C", "C", "N", "C", "O", "O", "H", "H", "H", "H", "Se", "Te", "Te", "Se", "C", "C", "C", "C", "C", "C", "C", "S", "C", "O", "H", "H", "H", "H", "H", "H", "H", "H", "H", "H"],
  "xyz": [[-0.0215, 1.1829, 0.3168], [2.6333, 3.0951, -2.8417], [2.1151, 3.1910, -1.6188], [0.9938, 3.5770, -1.3858], [3.0069, 2.7204, -0.5238], [4.3896, 2.6347, -0.6158], [5.0800, 2.1300, 0.4772], [4.3775, 1.6965, 1.5899], [2.9879, 1.7891, 1.5799], [2.3383, 2.3155, 0.5529], [2.1546, 1.2138, 2.7540], [2.8024, 0.9418, 3.7763], [0.9300, 1.0530, 2.5277], [1.8755, 2.9914, -3.4978], [4.8869, 2.9421, -1.5249], [6.1610, 2.0535, 0.4485], [4.8567, 1.2728, 2.4609], [0.3182, 2.0283, -4.7332], [-1.4770, 2.0702, -2.9882], [-3.1289, 0.1648, -4.1102], [-5.0919, 0.3175, -2.5860], [-4.6619, -1.6041, 2.5825], [-3.5581, -1.7033, 1.5624], [-3.8542, -1.7796, 0.2071], [-2.8412, -1.8407, -0.7433], [-1.5240, -1.8474, -0.3203], [-1.2029, -1.7480, 1.0308], [-2.2205, -1.6748, 1.9644], [-0.2041, -1.8105, -1.5348], [0.3972, -3.5024, -1.2408], [0.8501, -0.9457, -0.9488], [-5.6273, -1.4702, 2.0965], [-4.4946, -0.7578, 3.2514], [-4.7084, -2.5071, 3.1966], [-4.8767, -1.7117, -0.1412], [-3.0871, -1.8046, -1.7993], [-0.1662, -1.6686, 1.3417], [-1.9689, -1.5600, 3.0131], [0.6686, -3.5962, -0.1898], [1.2747, -3.6360, -1.8715], [-0.3828, -4.2127, -1.5142]],
  "atomic_forces_ev_per_a": [[-0.7, 0.2, -0.8], [0.4, 0.0, 0.7], [-0.4, 0.2, -0.9], [0.0, 0.0, 0.1], [0.5, -0.3, 0.5], [-0.2, 0.1, -0.1], [0.0, -0.1, 0.1], [0.1, 0.1, -0.1], [0.1, -0.1, 0.2], [0.1, 0.0, 0.0], [0.0, -0.1, 0.1], [0.1, 0.0, 0.0], [0.4, 0.0, 0.5], [-0.3, -0.1, -0.2], [0.0, 0.0, 0.0], [0.0, 0.0, 0.0], [0.0, 0.0, 0.0], [0.1, 0.0, -0.1], [-0.2, -0.1, 0.1], [0.1, 0.0, -0.1], [-0.2, 0.0, 0.1], [0.1, 0.0, 0.0], [-0.1, 0.0, -0.1], [0.1, 0.0, 0.1], [0.0, 0.0, 0.0], [0.0, 0.0, -0.1], [0.0, 0.0, 0.1], [0.1, 0.0, 0.0], [-0.4, -0.4, -0.2], [-0.1, 0.2, 0.0], [0.6, 0.2, 0.2], [0.0, 0.0, 0.0], [0.0, 0.0, 0.0], [0.0, 0.0, 0.0], [0.0, 0.0, 0.0], [0.0, 0.0, 0.0], [0.0, 0.0, 0.0], [0.0, 0.0, 0.0], [0.0, 0.0, 0.0], [0.0, 0.0, 0.0], [0.0, 0.0, 0.0]],
  "e_homo_ev": -0.4,
  "total_charge": -2,
  "homo_lumo_gap_ha": 0.1652
}

***

{
  "formula": "C20H32N3O2",
  "method": "wB97M-V/def2-TZVPD",
  "elements": ["C", "C", "C", "C", "C", "C", "C", "C", "C", "O", "C", "C", "C", "C", "N", "C", "C", "N", "N", "C", "C", "H", "H", "H", "H", "H", "H", "H", "H", "H", "H", "H", "H", "H", "H", "H", "H", "H", "H", "H", "H", "H", "H", "H", "H", "C", "C", "C", "O", "H", "H", "H", "H", "H", "H", "H", "H"],
  "xyz": [[2.5007, -3.8630, 2.3960], [2.3818, -2.4142, 1.9891], [2.7843, -1.4115, 2.8295], [2.7097, -0.0966, 2.4234], [2.2238, 0.2660, 1.2011], [2.1879, 1.7314, 0.7885], [3.2294, 2.5990, 1.5433], [0.8023, 2.4072, 0.9657], [1.7760, -0.7466, 0.3636], [1.2503, -0.3150, -0.8520], [0.2674, -1.1503, -1.4043], [-1.0791, -1.0844, -0.7352], [-2.1485, -1.8116, -1.2185], [-3.3309, -1.6489, -0.5044], [-3.4030, -0.8915, 0.5679], [-4.6938, -0.8111, 1.3078], [-4.7605, -1.9716, 2.3371], [-4.4966, -1.4648, 3.6944], [-2.4197, -0.1702, 1.0835], [-1.3086, -0.2881, 0.3934], [1.8747, -2.0454, 0.7647], [3.1219, -4.3685, 1.6465], [3.0361, -3.9424, 3.3407], [1.5355, -4.3726, 2.3971], [3.1686, -1.6325, 3.8194], [3.0552, 0.6405, 3.1358], [2.4578, 1.7964, -0.2713], [4.2029, 2.1119, 1.4488], [3.2073, 3.6084, 1.1377], [2.9612, 2.6171, 2.6027], [0.9431, 3.4824, 1.0957], [0.2312, 2.2963, 0.0359], [0.2438, 2.0234, 1.8238], [0.5763, -2.1957, -1.5052], [0.1207, -0.8055, -2.4392], [-2.1193, -2.4406, -2.0980], [-4.2240, -2.1635, -0.8373], [-4.7179, 0.1373, 1.8418], [-5.5203, -0.8263, 0.5986], [-3.9541, -2.6732, 2.0679], [-5.7011, -2.5134, 2.2477], [-3.4875, -1.3526, 3.7647], [-4.6948, -2.2332, 4.3320], [-0.4776, 0.3082, 0.7503], [1.5459, -2.8566, 0.1187], [0.2777, 3.3575, -5.2005], [0.1916, 2.3204, -4.0929], [1.3794, 2.4109, -3.1484], [0.1322, 1.0064, -4.6598], [1.1767, 3.2031, -5.8031], [-0.5772, 3.2724, -5.8720], [0.3022, 4.3693, -4.7940], [-0.7341, 2.4616, -3.5314], [2.3167, 2.2250, -3.6794], [1.2942, 1.6509, -2.3714], [1.4386, 3.3930, -2.6758], [0.9431, 0.8655, -5.1608]],
  "atomic_forces_ev_per_a": [[0.4, 0.2, -0.8], [0.1, -0.5, 0.8], [0.2, 0.0, 0.6], [0.4, 0.1, 1.0], [-0.1, 1.3, -0.5], [0.2, 0.8, 0.2], [-0.5, -1.2, -0.1], [0.3, -0.1, -0.7], [0.1, 1.0, 0.0], [-0.4, -0.7, 0.2], [0.0, 0.3, -0.9], [0.0, -0.6, -0.3], [-0.1, 0.6, 0.7], [0.2, -0.7, -1.0], [-1.5, 0.6, 0.6], [-0.1, -0.4, 0.6], [0.9, 0.2, -0.2], [-0.1, -0.6, -0.3], [0.1, -0.7, -1.1], [1.3, 0.8, 0.6], [-0.7, -1.4, -1.1], [-0.1, -0.1, 0.1], [-0.3, -0.1, 0.1], [0.1, 0.0, 0.3], [0.0, -0.1, -0.1], [0.0, 0.1, -0.2], [-0.1, -0.1, 0.1], [0.1, 0.4, 0.0], [0.2, 0.0, 0.1], [0.1, 0.3, 0.0], [-0.1, -0.1, 0.1], [-0.2, -0.1, 0.3], [0.1, 0.0, 0.0], [0.0, 0.1, 0.2], [0.1, 0.1, 0.1], [0.1, 0.0, 0.0], [-0.1, 0.2, 0.3], [0.2, 0.0, -0.1], [0.2, -0.1, -0.1], [-0.4, -0.2, -0.2], [-0.1, 0.2, 0.3], [-0.1, 0.3, 0.2], [-0.1, 0.3, 0.1], [-0.2, 0.0, 0.1], [0.0, 0.1, 0.0], [-0.2, 0.0, -0.1], [0.6, 0.2, -0.3], [-0.1, -0.1, 0.2], [-0.3, -0.2, 0.3], [0.1, 0.0, 0.1], [0.0, 0.0, 0.0], [0.0, 0.0, 0.0], [-0.1, -0.2, -0.1], [0.0, 0.1, -0.1], [0.0, 0.0, 0.1], [0.0, 0.0, 0.0], [0.0, 0.0, 0.0]],
  "e_homo_ev": -11.3,
  "total_charge": 1,
  "homo_lumo_gap_ha": 0.2498
}

***

{
  "formula": "C16H13F3MnN6S",
  "method": "wB97M-V/def2-TZVPD",
  "elements": ["Mn", "F", "C", "F", "F", "C", "C", "C", "C", "N", "C", "S", "H", "H", "H", "N", "C", "N", "C", "C", "C", "C", "C", "H", "H", "H", "H", "H", "H", "H", "H", "H", "H", "N", "C", "C", "C", "N", "C", "N"],
  "xyz": [[0.7557, 0.8791, -1.4638], [3.8900, -2.4557, -3.5582], [2.9684, -2.2776, -4.5130], [3.3321, -1.2199, -5.2483], [2.9376, -3.3537, -5.2896], [1.6128, -2.0265, -3.8812], [0.5138, -2.8456, -4.1196], [-0.7128, -2.5712, -3.5230], [-0.8277, -1.4741, -2.6932], [0.2411, -0.6985, -2.4714], [1.4233, -0.9551, -3.0358], [2.5613, 0.3051, -2.4839], [0.6231, -3.6997, -4.7756], [-1.5723, -3.2010, -3.7000], [-1.7526, -1.2035, -2.2031], [0.3907, 0.5938, 0.3627], [0.3446, 0.4288, 1.5226], [0.3000, 0.2544, 2.7788], [1.0932, -0.8425, 3.4392], [0.5308, -1.0839, 4.8323], [-0.9941, -1.1413, 4.8195], [-1.6239, 0.1702, 4.2974], [-0.5895, 1.0787, 3.6530], [2.1374, -0.5343, 3.4641], [0.9962, -1.7326, 2.8177], [0.8867, -0.3148, 5.5198], [0.9463, -2.0270, 5.1875], [-1.3544, -1.3528, 5.8241], [-1.3138, -1.9800, 4.1974], [-2.0913, 0.7336, 5.1055], [-2.4098, -0.0498, 3.5743], [0.0618, 1.5522, 4.3861], [-1.0363, 1.8615, 3.0434], [-0.4025, 2.3663, -1.7852], [-1.0071, 3.3146, -2.0117], [-1.7686, 4.4858, -2.2782], [-1.2918, 5.3969, -3.2261], [-0.8899, 6.1379, -4.0181], [-2.9659, 4.6669, -1.5733], [-3.9425, 4.8151, -0.9732]],
  "atomic_forces_ev_per_a": [[0.9, -1.0, 0.0], [0.0, 0.0, -0.1], [0.0, 0.0, 0.0], [0.0, -0.1, 0.1], [0.0, 0.1, 0.0], [0.0, 0.0, 0.0], [-0.1, 0.0, 0.0], [0.0, 0.0, 0.0], [0.1, 0.1, 0.0], [0.0, 0.0, 0.0], [0.1, -0.1, -0.2], [-0.3, 0.0, 0.1], [0.0, 0.0, 0.0], [0.0, 0.0, 0.0], [0.0, 0.0, 0.0], [0.0, 0.0, 0.4], [0.0, 0.1, -0.1], [0.0, -0.1, 0.1], [-0.1, 0.0, 0.0], [0.0, 0.0, 0.0], [0.0, 0.0, 0.0], [0.0, 0.0, 0.0], [0.1, 0.0, 0.0], [0.0, 0.0, 0.0], [0.0, 0.0, 0.0], [0.0, 0.0, 0.0], [0.0, 0.0, 0.0], [0.0, 0.0, 0.0], [0.0, 0.0, 0.0], [0.0, 0.0, 0.0], [0.0, 0.0, 0.0], [0.0, 0.0, 0.0], [0.0, 0.0, 0.0], [-0.6, 0.7, -0.2], [-0.3, 0.4, -0.1], [0.1, -0.2, 0.0], [0.0, 0.1, -0.1], [0.0, 0.0, 0.0], [-0.1, 0.1, 0.1], [0.0, -0.1, 0.0]],
  "spin_multiplicity": 4,
  "e_homo_ev": [-16.1, -16.2],
  "total_charge": 2,
  "homo_lumo_gap_ha": [0.2534, 0.2279],
  "s2": 3.9338
}

***

{
  "formula": "C5H9NO",
  "method": "wB97M-V/def2-TZVPD",
  "elements": ["C", "C", "C", "N", "C", "C", "O", "H", "H", "H", "H", "H", "H", "H", "H", "H"],
  "xyz": [[-0.4817, 2.0214, 0.5745], [-0.9551, 0.6038, 0.3309], [-0.4787, -0.0568, -0.9906], [0.2674, -0.9607, -0.1756], [1.3081, -1.9169, -0.4733], [-0.0872, -0.4503, 1.0295], [0.2671, -0.6994, 2.1615], [0.5856, 2.1243, 0.3404], [-0.6232, 2.2877, 1.6253], [-1.0380, 2.7261, -0.0486], [-2.0196, 0.4761, 0.5308], [-1.2528, -0.5149, -1.6219], [0.2257, 0.5138, -1.5988], [0.5175, -2.6308, -0.1536], [1.5185, -1.9541, -1.5489], [2.2464, -1.5692, 0.0185]],
  "atomic_forces_ev_per_a": [[0.0, 0.1, 0.0], [-0.3, 0.3, 0.1], [-0.1, 0.5, -0.3], [0.5, 1.4, 0.2], [-1.3, 0.4, -0.1], [0.2, 0.2, 0.0], [-0.2, 0.0, -0.4], [-0.2, 0.0, 0.0], [0.0, 0.0, -0.1], [0.1, 0.0, 0.1], [0.0, 0.1, 0.0], [0.2, 0.1, 0.1], [-0.4, 0.5, -0.2], [2.8, -2.2, 0.1], [-0.4, -0.1, 0.2], [-0.8, -1.3, 0.3]],
  "e_homo_ev": -9.1,
  "smiles": "C[C@H]1CN(C)C1=O",
  "total_charge": 0,
  "homo_lumo_gap_ha": 0.3634
}